No. 1
An isolated molecule of C6H11N, computed with ωB97M-V/def2-TZVPD.

Values from the calculation:
E_HOMO	-8.844	eV
frontier orbital gap	9.30	eV
net charge	0
multiplicity	1

XYZ file:
```
18
Properties=species:S:1:pos:R:3:lowdin_charge:R:1
C -0.54040 -1.87681 2.70814 -0.040
N -1.17589 -2.24266 1.63481 -0.025
C -1.37668 -1.20407 0.67986 -0.188
C -0.39520 -0.76119 -0.17057 -0.095
C -0.66782 0.49983 -1.01834 -0.236
C 0.44070 1.55104 -0.88998 -0.277
C 1.79299 0.98128 -1.32807 -0.117
H 0.33209 -1.16473 2.74154 0.089
H -1.10027 -2.17378 3.59009 0.066
H -2.36053 -0.99300 0.25366 0.109
H 0.63092 -0.84417 0.19021 0.090
H -0.90511 0.44192 -2.10697 0.116
H -1.60594 0.78935 -0.49298 0.097
H 0.15885 2.35729 -1.57317 0.097
H 0.43748 2.00524 0.10578 0.107
H 2.23109 1.78953 -1.88441 0.058
H 1.68665 0.09025 -1.96662 0.084
H 2.41705 0.75468 -0.47299 0.064
```

No. 2
A structure of composition C16H20N5SSe4Ti, computed with ωB97M-V/def2-TZVPD.

Values from the calculation:
E_HOMO (spin up / spin down)	-2.583 / -2.582	eV
frontier orbital gap (spin up / spin down)	4.98 / 4.98	eV
net charge	-1
multiplicity	1

XYZ file:
```
47
Properties=species:S:1:pos:R:3:lowdin_charge:R:1
Ti -0.55441 -0.35063 1.60422 0.143
N -2.98427 0.85876 4.15723 0.094
C -1.86386 1.07532 3.40343 -0.958
S -0.32823 1.07514 4.04973 0.642
N -2.10802 1.20600 2.07365 -0.075
N -1.04914 1.43332 1.19655 -0.195
C -1.21641 2.48118 0.35586 -0.129
C -0.30616 2.70004 -0.69565 -0.299
C -0.49358 3.77561 -1.60904 -0.063
C 0.39549 3.95964 -2.63209 -0.121
C 1.48581 3.08788 -2.76673 -0.116
C 1.60016 2.07442 -1.83204 -0.185
N 0.75572 1.86667 -0.82953 0.044
H -2.79061 0.41191 5.03878 0.085
H -3.80320 0.51815 3.67532 0.071
H -2.04529 3.15248 0.53530 0.096
H -1.34531 4.43418 -1.48427 0.096
H 0.25376 4.77509 -3.33288 0.091
H 2.21146 3.19555 -3.56093 0.077
H 2.42969 1.37272 -1.88773 0.094
Se 1.89899 -0.15164 1.10087 0.090
Se 2.14635 -2.02187 2.53090 -0.047
Se 0.22067 -3.18707 1.87780 -0.013
Se -1.52112 -2.24374 3.10933 0.052
C -4.68741 1.02627 -0.38360 -0.086
N -4.46110 0.25744 0.83374 -0.297
C -5.66167 0.24843 1.65138 -0.117
C -4.04225 -1.13963 0.56742 -0.182
C -2.95230 -1.29008 -0.46657 -0.260
C -3.37699 -1.68372 -1.73927 -0.086
C -2.48442 -1.83986 -2.78470 -0.112
C -1.14004 -1.60215 -2.54331 -0.102
C -0.71778 -1.22936 -1.27547 -0.147
C -1.58988 -1.06530 -0.18170 -0.190
H -5.00097 2.03684 -0.11402 0.084
H -5.47012 0.57272 -1.01105 0.089
H -3.76766 1.08827 -0.96154 0.085
H -3.05074 1.01933 1.65487 0.115
H -6.52714 -0.15405 1.10164 0.087
H -5.90491 1.25874 1.98674 0.086
H -5.51478 -0.39203 2.52458 0.079
H -4.92685 -1.70575 0.23191 0.115
H -3.71671 -1.56634 1.51888 0.047
H -4.43328 -1.87590 -1.90720 0.098
H -2.83105 -2.14683 -3.76451 0.088
H -0.41324 -1.71309 -3.34099 0.094
H 0.34356 -1.07107 -1.12639 0.038
```

No. 3
A structure of composition C14H12BrCl2N2O3PtS, computed with ωB97M-V/def2-TZVPD.

Values from the calculation:
E_HOMO (spin up / spin down)	-11.815 / -12.427	eV
frontier orbital gap (spin up / spin down)	8.05 / 6.01	eV
net charge	+1
multiplicity	3

XYZ file:
```
36
Properties=species:S:1:pos:R:3:lowdin_charge:R:1
Pt -0.51199 0.38402 -0.28039 0.944
C -5.86475 0.98003 0.17621 -0.026
C -4.52133 1.68598 0.15036 -0.217
C -4.36419 3.07506 0.17860 0.035
C -3.07895 3.59809 0.25038 -0.045
C -2.00403 2.73643 0.20479 -0.643
Br -0.17181 3.04799 0.60413 0.941
N -2.17252 1.38439 -0.03329 -0.261
C -3.40485 0.86318 0.04791 -0.081
H -5.83338 0.24488 1.02459 0.110
H -6.09643 0.46657 -0.76585 0.097
H -6.65776 1.66951 0.36500 0.071
H -5.23391 3.73509 0.22125 0.141
H -2.93215 4.64027 0.38092 0.116
H -3.47472 -0.21717 -0.12869 0.102
Cl -1.40148 -1.75808 -0.96713 0.587
C -1.39640 -3.35860 -0.17871 -0.895
Cl -1.34000 -3.48153 1.62578 0.541
H -0.55390 -3.89723 -0.61876 0.030
H -2.34782 -3.81111 -0.47740 0.036
O 1.38662 -2.57222 -0.25848 0.046
C 1.93191 -1.46062 -0.25187 -0.430
N 1.35880 -0.18055 -0.41587 -0.273
S 2.52255 1.08392 -0.46805 0.626
O 2.62439 1.52265 -1.81160 -0.237
O 2.44699 2.05821 0.60608 -0.389
C 3.83558 -0.03113 -0.06378 -0.207
C 5.18275 0.19702 0.32535 0.010
C 6.10140 -0.86462 0.20372 -0.024
C 5.63143 -2.16101 -0.06645 -0.023
C 4.25441 -2.39632 -0.17993 0.033
C 3.38737 -1.29990 -0.17537 -0.177
H 5.44572 1.17449 0.68255 0.117
H 7.10595 -0.70927 0.54755 0.112
H 6.31688 -2.97583 -0.10515 0.106
H 3.82963 -3.37260 -0.34836 0.125
```

No. 4
A structure of composition C37H28IrNOP2S2, computed with ωB97M-V/def2-TZVPD.

Values from the calculation:
E_HOMO	-13.947	eV
frontier orbital gap	5.96	eV
net charge	+2
multiplicity	1

XYZ file:
```
72
Properties=species:S:1:pos:R:3:lowdin_charge:R:1
Ir 0.21308 0.51423 -1.57306 0.824
O -3.28420 0.14865 -1.55666 -0.359
S -2.03700 -0.34024 -0.98909 0.833
C -2.12915 -0.18027 0.79860 -0.354
C -2.94527 -0.98993 1.56622 -0.027
C -3.03337 -0.74736 2.93288 -0.013
C -2.32414 0.29869 3.50869 -0.019
C -1.49658 1.09921 2.73001 -0.029
C -1.41372 0.86113 1.36681 -0.356
P -0.40421 1.82395 0.25592 1.002
C -1.55478 2.77020 -0.75015 -0.408
C -2.88122 2.98599 -0.37952 -0.078
C -3.68721 3.78003 -1.17799 -0.029
C -3.18482 4.34207 -2.34618 -0.025
C -1.87061 4.11291 -2.72980 -0.036
C -1.05047 3.32923 -1.93367 -0.101
C 0.53392 3.01918 1.19179 -0.340
C -0.07744 4.22930 1.52599 -0.058
C 0.60972 5.12502 2.32868 -0.038
C 1.89490 4.83024 2.77019 -0.031
C 2.50484 3.63409 2.41565 -0.044
C 1.82728 2.72243 1.62368 -0.081
C -1.99468 -2.10336 -1.12606 -0.385
C -3.18178 -2.79924 -1.25756 -0.042
C -3.12521 -4.18388 -1.36840 -0.009
C -1.89634 -4.83062 -1.37774 -0.015
C -0.71251 -4.10742 -1.28954 -0.026
C -0.76159 -2.72592 -1.13846 -0.336
P 0.72767 -1.71914 -1.09880 0.981
C 2.00646 -2.64387 -1.93294 -0.366
C 2.12106 -2.57720 -3.32290 -0.073
C 3.03724 -3.38670 -3.97125 -0.044
C 3.83647 -4.25274 -3.23554 -0.032
C 3.73011 -4.30745 -1.85102 -0.040
C 2.82183 -3.49760 -1.18768 -0.074
C 1.29704 -1.53273 0.60517 -0.376
C 0.54560 -1.93785 1.70160 -0.075
C 1.00058 -1.66294 2.98608 -0.051
C 2.21617 -1.02419 3.17133 -0.041
C 2.98267 -0.64105 2.07239 -0.064
C 2.51504 -0.86925 0.79082 -0.116
H -3.49558 -1.80901 1.12282 0.120
H -3.65875 -1.38217 3.54621 0.128
H -2.41731 0.49557 4.56835 0.127
H -0.95071 1.92171 3.17537 0.123
H -3.28226 2.54409 0.52445 0.121
H -4.71397 3.95907 -0.88852 0.124
H -3.82183 4.96680 -2.95801 0.123
H -1.48187 4.55115 -3.63897 0.123
H -0.01000 3.18107 -2.21045 0.080
H -1.07449 4.46504 1.17749 0.114
H 0.13981 6.06020 2.60208 0.122
H 2.42713 5.54442 3.38438 0.122
H 3.51066 3.41623 2.74963 0.120
H 2.29121 1.78706 1.34079 0.075
H -4.11919 -2.25818 -1.29981 0.131
H -4.04143 -4.75049 -1.46604 0.129
H -1.85343 -5.90651 -1.48188 0.127
H 0.24109 -4.61725 -1.33928 0.120
H 1.49833 -1.89822 -3.89496 0.110
H 3.12768 -3.34457 -5.04811 0.121
H 4.55239 -4.88554 -3.74296 0.123
H 4.35734 -4.98041 -1.28213 0.121
H 2.74214 -3.53786 -0.10946 0.115
H -0.37622 -2.48991 1.55835 0.110
H 0.40683 -1.96303 3.83992 0.118
H 2.58070 -0.83963 4.17356 0.120
H 3.94516 -0.16757 2.21962 0.123
H 3.10170 -0.56174 -0.06867 0.108
S 4.25263 2.61377 -1.44541 0.784
C 2.89687 1.92218 -1.79240 -0.944
N 1.84998 1.39816 -2.06448 -0.187
```

No. 5
A structure of composition C32H49Cl5IN3O9P2Ti, computed with ωB97M-V/def2-TZVPD.

Values from the calculation:
E_HOMO (spin up / spin down)	-10.379 / -10.400	eV
frontier orbital gap (spin up / spin down)	8.53 / 8.55	eV
net charge	+1
multiplicity	2

XYZ file:
```
102
Properties=species:S:1:pos:R:3:lowdin_charge:R:1
Ti -1.88678 -0.87315 0.20580 1.091
C -4.62131 -0.82989 -1.23488 -0.173
C -3.84336 -1.46309 -2.38456 -0.156
N -2.44387 -1.71040 -1.97725 -0.098
C -1.97425 -3.09283 -2.20295 -0.149
C -1.16394 -3.60058 -1.01514 -0.172
N -1.74553 -3.06864 0.22348 -0.128
C -3.06197 -3.64063 0.59857 -0.146
C -4.30232 -2.77977 0.25297 -0.129
N -4.05569 -1.32954 0.02860 -0.139
H -4.49604 0.24991 -1.23421 0.109
H -5.68707 -1.06249 -1.32275 0.130
H -4.29679 -2.41660 -2.65394 0.108
H -3.89216 -0.83420 -3.27385 0.124
H -1.82928 -1.05336 -2.44118 0.099
H -2.85297 -3.72590 -2.33253 0.114
H -1.38403 -3.17628 -3.11724 0.130
H -1.14903 -4.69552 -1.01493 0.128
H -0.13690 -3.24505 -1.07480 0.101
H -1.11444 -3.23463 1.00231 0.103
H -3.17526 -4.61904 0.12347 0.125
H -3.03632 -3.80201 1.67294 0.105
H -4.79615 -3.18331 -0.63109 0.112
H -5.01189 -2.88930 1.07243 0.131
H -4.46166 -0.80727 0.79612 0.091
Cl -1.94169 1.26645 7.22574 0.697
C -2.08495 0.50636 5.69090 -0.721
C -2.70674 1.17470 4.63506 -0.719
Cl -3.31685 2.76615 4.84830 0.719
C -2.79756 0.55855 3.39864 -0.581
Cl -3.40265 1.38378 1.99684 0.823
C -2.31793 -0.73788 3.17495 -0.454
O -2.46939 -1.31484 2.01332 -0.274
C -1.67275 -1.37917 4.23681 -0.592
Cl -1.02725 -2.95535 3.94528 0.748
C -1.55346 -0.76641 5.47966 -0.700
Cl -0.74048 -1.57946 6.75758 0.705
C 2.79667 -0.50198 4.93188 -0.026
C 3.14625 -0.68088 3.47226 -0.428
C 4.11403 -1.81648 3.21864 -0.032
O 1.90146 -0.98847 2.77704 -0.162
P 1.31250 -0.21377 1.54942 0.502
O -0.10560 -0.63177 1.41975 -0.293
C 2.24366 -0.68475 0.07072 -0.178
P 1.32215 -0.55331 -1.47472 0.503
O -0.11407 -0.81824 -1.24003 -0.292
O 1.88642 -1.69406 -2.40633 -0.167
C 2.95741 -1.58298 -3.38999 -0.425
C 4.28942 -1.82363 -2.71192 -0.033
C 2.65173 -2.59629 -4.46907 -0.031
O 1.54179 0.82002 -2.17478 -0.145
C 2.73467 1.65963 -2.33851 -0.407
C 2.59000 2.30421 -3.69853 -0.019
C 2.78576 2.66446 -1.21503 -0.022
O 1.71688 1.28499 1.67064 -0.189
C 1.41593 2.26913 2.72355 -0.378
C 0.06492 2.00898 3.32918 -0.038
C 1.51667 3.62185 2.06033 -0.026
H 3.69327 -0.25465 5.50126 0.096
H 2.36869 -1.42141 5.33272 0.087
H 2.07022 0.29973 5.06721 0.076
H 3.54516 0.25233 3.06074 0.134
H 3.69344 -2.75613 3.57773 0.095
H 5.05015 -1.63275 3.74638 0.093
H 4.33915 -1.91809 2.15639 0.074
H 2.45834 -1.75189 0.18002 0.094
H 3.19131 -0.14396 0.02688 0.084
H 2.91334 -0.57800 -3.81277 0.117
H 4.30440 -2.81212 -2.25071 0.095
H 4.49800 -1.08076 -1.93989 0.066
H 5.09299 -1.77481 -3.44724 0.096
H 2.65240 -3.60436 -4.05276 0.092
H 3.40855 -2.54580 -5.25174 0.093
H 1.67847 -2.40144 -4.91714 0.087
H 3.61175 1.00585 -2.31406 0.126
H 1.67798 2.90232 -3.72561 0.087
H 2.53929 1.55955 -4.49276 0.081
H 3.44253 2.95629 -3.89021 0.097
H 1.86984 3.25523 -1.20673 0.079
H 3.63945 3.32671 -1.36764 0.102
H 2.88076 2.18971 -0.24139 0.058
H 2.20784 2.14300 3.46564 0.136
H -0.70345 2.11529 2.56097 0.072
H -0.11627 2.74099 4.11806 0.105
H -0.00027 1.01266 3.77135 0.072
H 0.76533 3.69680 1.27387 0.074
H 2.50534 3.77859 1.63018 0.083
H 1.33825 4.40056 2.80266 0.097
I -1.50208 5.81785 -5.82681 0.891
C -1.51201 4.51642 -4.20392 -0.745
C -0.80777 4.85067 -3.05353 -0.145
C -0.80479 3.96978 -1.98387 -0.024
C -1.50319 2.76901 -2.05315 -0.122
C -2.22038 2.46101 -3.20093 -0.012
C -2.22329 3.32744 -4.28388 -0.141
C -1.42347 1.81445 -0.89737 -0.581
O -0.57740 1.97902 -0.02241 0.025
O -2.26995 0.83770 -0.91476 -0.174
H -0.27144 5.78770 -2.99355 0.096
H -0.26567 4.20730 -1.07611 0.108
H -2.77690 1.53389 -3.24367 0.105
H -2.77578 3.08225 -5.18042 0.094
```

No. 6
A cluster of 3 separate species, C11H20BO7S in total, computed with ωB97M-V/def2-TZVPD.

Values from the calculation:
E_HOMO	-3.772	eV
frontier orbital gap	5.99	eV
net charge	-1
multiplicity	1

XYZ file:
```
40
Properties=species:S:1:pos:R:3:lowdin_charge:R:1
C 3.83244 -0.40578 0.62891 -0.082
C 3.92826 0.88483 0.92514 -0.126
B 2.66679 1.95123 1.04789 -0.683
O 2.17368 2.30809 -0.34053 -0.119
C 1.49892 1.29383 2.01721 -0.202
C 0.08531 1.76622 1.68874 -0.316
C -0.51998 1.17354 0.42805 -0.526
S -0.55841 -0.66479 0.44752 0.716
H 4.48387 -1.13391 1.09164 0.031
H 3.05593 -0.74252 -0.05024 0.030
H 4.93649 1.24554 1.14955 0.052
H 3.09752 2.98948 1.54928 0.068
H 2.15756 1.51547 -0.88808 0.031
H 1.51226 0.20762 2.07075 0.047
H 1.70624 1.62612 3.03853 0.075
H 0.00978 2.85001 1.69080 0.105
H -0.57220 1.43354 2.50110 0.087
H -0.05371 1.52465 -0.48143 0.056
H -1.55240 1.50602 0.39002 0.039
H -1.36071 -1.00614 1.47010 -0.147
C -4.06724 2.81031 -2.20003 -0.120
C -5.57480 2.88957 -2.12870 -0.131
O -5.92758 1.59696 -1.63859 0.051
C -4.85056 1.09250 -0.97147 -0.560
O -4.87590 0.11124 -0.30882 0.172
O -3.75401 1.86906 -1.17233 0.056
H -3.58308 3.76397 -2.00517 0.134
H -3.71150 2.41912 -3.15517 0.133
H -5.92055 3.64346 -1.41813 0.130
H -6.03763 3.07452 -3.09538 0.128
C 1.10811 -5.04704 -0.44411 -0.130
C 1.33828 -3.56179 -0.60969 -0.135
O 2.41879 -3.31953 0.29572 0.053
C 3.08646 -4.47996 0.47809 -0.566
O 4.12716 -4.58855 1.03925 0.159
O 2.40181 -5.52447 -0.07077 0.045
H 0.77053 -5.53039 -1.35846 0.126
H 0.40349 -5.27261 0.35951 0.129
H 1.65770 -3.29993 -1.62076 0.136
H 0.46285 -2.96945 -0.35001 0.052
```